1.
This record from the Open Molecules 2025 dataset describes C17H27CoN2O2P as an isolated structure in a non-equilibrium geometry. The level of theory is ωB97M-V/def2-TZVPD.

calculated total energy = -72055.493 eV
spin multiplicity = 4
frontier orbital gap (alpha / beta) = 7.109 / 8.745 eV
max |F| = 2.70 eV/A
HOMO level (alpha / beta) = -6.52 / -8.30 eV
⟨S²⟩ = 3.77
lowest unoccupied orbital energy (alpha / beta) = 0.0217 / 0.0163 Ha

Structure (XYZ):
```
50
Properties=species:S:1:pos:R:3:forces:R:3:lowdin_charge:R:1
C 1.9430 -2.8034 -2.0223 0.3 -0.4 0.0 -0.09
C 2.5938 -1.8121 -1.3115 0.0 0.4 0.7 -0.06
C 1.8455 -0.8359 -0.6256 0.6 -0.8 -1.0 -0.28
C 0.4551 -0.8175 -0.7268 0.6 0.4 -0.1 -0.16
C -0.1855 -1.8241 -1.4466 0.7 -0.5 -0.1 -0.32
C 0.5576 -2.8311 -2.0732 -0.5 0.3 -0.3 -0.05
C 2.6356 0.2233 0.0927 0.4 0.3 0.6 -0.15
C 1.8789 1.5044 0.5102 0.4 0.2 -0.2 -0.17
N 0.9294 2.1388 -0.5158 1.0 0.5 0.4 -0.25
Co -0.4922 0.5947 0.3164 0.4 -1.1 -0.3 0.35
C -1.6796 -1.8206 -1.5188 -0.9 0.1 -0.2 -0.29
P -2.2698 -0.1429 -1.0488 0.3 -1.8 -0.7 0.84
H 3.6918 -1.7703 -1.2502 -0.5 -0.2 -0.1 0.11
H 0.0336 -3.5885 -2.6629 0.2 0.1 0.2 0.11
H 2.5332 -3.5705 -2.5212 -0.2 0.1 0.0 0.10
H -2.1391 -2.5284 -0.8139 0.3 0.1 0.0 0.09
H -2.0598 -2.0847 -2.5122 0.1 -0.1 0.0 0.09
H 3.0341 -0.2056 1.0363 -0.4 0.2 -0.2 0.13
H 3.5817 0.4510 -0.4429 -0.7 0.1 -0.1 0.12
H 1.2416 1.2798 1.3834 0.4 0.2 -0.1 0.07
C -4.0098 -0.3866 -0.5589 -0.3 0.1 -0.1 -0.25
C -2.2376 0.8007 -2.6184 -0.5 0.2 0.1 -0.23
H 2.6624 2.2151 0.8820 -0.8 -0.3 -0.4 0.13
C 1.3315 1.8885 -1.9131 -0.2 0.3 -0.5 -0.08
C 0.9039 3.6275 -0.3121 0.1 0.3 -0.1 -0.07
H -1.9439 1.0549 0.8123 0.5 2.6 -0.6 0.08
H 1.9750 2.7034 -2.2921 -0.1 -0.4 0.1 0.09
H 1.8586 0.9544 -1.9738 0.1 -0.2 -0.3 0.06
H 0.4504 1.8253 -2.5840 0.4 0.1 0.5 0.08
H 1.3619 4.1187 -1.1947 -0.1 -0.2 0.6 0.08
H -0.0854 4.0952 -0.2171 0.0 -0.6 0.1 0.08
H 1.4908 3.9120 0.5723 -0.3 -0.1 -0.2 0.08
H -3.0568 0.4772 -3.2764 0.3 0.2 0.1 0.05
H -2.3639 1.8666 -2.3732 0.0 -0.2 -0.2 0.04
H -1.2727 0.6671 -3.1255 -0.3 -0.1 0.3 0.04
H -4.5933 -0.8459 -1.3663 0.0 0.1 0.2 0.05
H -4.0459 -1.0383 0.3324 0.1 0.3 -0.4 0.06
H -4.4650 0.5800 -0.3027 0.1 -0.2 0.0 0.04
H -1.5514 1.7679 0.3031 -1.5 0.3 1.8 0.06
O -0.6362 -2.5278 1.6280 0.1 1.0 0.5 0.05
C -0.3819 -1.6086 2.3974 -0.3 -0.5 -0.1 -0.46
C 0.0883 -1.8234 3.8419 -0.1 -0.7 -0.5 -0.11
C 0.1914 -0.4628 4.4273 -0.1 0.9 0.2 -0.11
C -0.1950 0.4888 3.2838 -0.1 0.0 -0.1 -0.48
O -0.2125 1.7137 3.3716 0.0 -1.0 -0.3 0.02
N -0.4822 -0.2491 2.1343 0.1 0.0 1.4 0.04
H -0.6240 -2.4233 4.4015 -0.1 -0.3 -0.3 0.12
H 1.0234 -2.3761 3.8223 0.1 -0.1 -0.1 0.12
H -0.4945 -0.3634 5.2662 0.0 0.4 0.0 0.12
H 1.1854 -0.2084 4.7855 0.1 0.2 0.0 0.12
```
Positions in Å, forces in eV/Å.



2.
This record from the Open Molecules 2025 dataset describes a 2-piece molecular cluster, C4H15N2O overall in a non-equilibrium geometry. The level of theory is ωB97M-V/def2-TZVPD.

charge = +2
calculated total energy = -9398.931 eV
spin multiplicity = 2
frontier orbital gap (alpha / beta) = 12.974 / 7.698 eV
max |F| = 4.40 eV/A
energy relative to the best compared isomer or geometry (same formula, charge and spin) = 1.9741 eV
HOMO level (alpha / beta) = -19.92 / -19.94 eV
⟨S²⟩ = 0.75
lowest unoccupied orbital energy (alpha / beta) = -0.2554 / -0.4500 Ha

Structure (XYZ):
```
22
Properties=species:S:1:pos:R:3:forces:R:3:lowdin_charge:R:1
N -1.2804 -1.0129 -1.5345 1.1 1.3 -0.1 0.19
C -1.5489 0.4715 -1.3107 -0.3 1.2 -2.0 -0.08
C -0.4836 1.0455 -0.3031 -1.0 0.7 0.1 -0.09
N -0.4085 0.1193 0.8776 3.6 2.5 -0.5 0.16
C 0.9262 0.0116 1.5618 -0.2 -3.1 -0.1 -0.17
C 1.2452 1.3302 2.2340 1.6 3.0 -0.6 -0.04
H -1.1150 -1.2103 -2.5037 0.5 -0.1 -0.9 0.16
H -2.0309 -1.6284 -1.3243 -1.3 -0.5 0.7 0.16
H -0.4511 -1.3270 -0.9889 -0.2 -0.5 -0.5 0.10
H -1.6103 1.0909 -2.3360 0.9 -1.6 2.2 0.20
H -2.6134 0.5053 -1.0572 0.4 0.4 0.9 0.14
H -0.8515 2.1088 0.0558 0.5 -2.1 -0.5 0.20
H 0.5675 1.2161 -0.6682 -1.2 -0.6 -0.1 0.16
H -1.0699 0.3371 1.5626 -2.2 -0.2 1.4 0.14
H 1.7255 -0.2736 0.8295 -1.1 0.3 0.4 0.13
H 0.8494 -0.8438 2.3280 0.0 1.2 -1.0 0.18
H 2.2961 1.6088 1.8604 -1.5 -0.3 0.4 0.14
H 0.5999 2.1930 1.9354 0.4 -0.7 0.0 0.10
H 1.3273 1.4552 3.3095 -0.4 -1.0 0.2 0.10
H 1.2133 -1.8250 -1.9994 0.5 0.7 -1.2 0.04
H 1.6661 -3.0879 -1.3352 -1.5 1.5 0.8 0.15
O 1.0472 -2.2846 -1.1933 1.4 -2.2 0.2 -0.06
```
Positions in Å, forces in eV/Å.



3.
This record from the Open Molecules 2025 dataset describes one molecule with the formula C2H6S2 in a non-equilibrium geometry. The level of theory is ωB97M-V/def2-TZVPD.

calculated total energy = -23840.470 eV
frontier orbital gap = 8.747 eV
max |F| = 4.68 eV/A
energy relative to the best compared isomer or geometry (same formula, charge and spin) = 1.3430 eV
HOMO level = -8.25 eV
SMILES = CCSS
lowest unoccupied orbital energy = 0.0182 Ha

Structure (XYZ):
```
10
Properties=species:S:1:pos:R:3:forces:R:3:lowdin_charge:R:1
C 0.7510 -1.5576 -1.8193 -2.5 1.3 -1.7 -0.20
C 0.9650 -0.1108 -1.2322 1.4 -3.8 2.4 -0.56
S -0.5406 0.1230 -0.2183 -0.5 -0.1 0.6 0.40
S -0.3091 0.7400 1.7882 -0.7 0.6 -0.1 0.23
H 0.8727 -2.4008 -1.1945 0.8 -0.4 1.4 0.03
H -0.4246 -1.6795 -1.9866 2.5 0.3 -0.6 0.08
H 1.3981 -1.7275 -2.7207 -1.0 0.3 0.5 0.08
H 2.0226 -0.1090 -0.8662 -1.1 0.3 0.7 0.10
H 0.9342 0.6277 -1.9151 -0.3 2.2 -2.7 0.00
H -1.5028 1.4916 1.8734 1.4 -0.7 -0.4 -0.16
```
Positions in Å, forces in eV/Å.



4.
This record from the Open Molecules 2025 dataset describes one molecule with the formula C3H8O3 in a non-equilibrium geometry. The level of theory is ωB97M-V/def2-TZVPD.

calculated total energy = -9378.549 eV
frontier orbital gap = 7.590 eV
max |F| = 1.57 eV/A
energy relative to the best compared isomer or geometry (same formula, charge and spin) = 5.2531 eV
HOMO level = -7.09 eV
lowest unoccupied orbital energy = 0.0184 Ha

Structure (XYZ):
```
14
Properties=species:S:1:pos:R:3:forces:R:3:lowdin_charge:R:1
O 0.8884 0.7715 0.2416 -0.9 -0.9 -0.9 -0.09
C 1.7130 -0.2556 -0.7116 1.1 -0.5 -0.3 -0.05
C -0.3903 0.4418 -0.4479 -0.5 0.3 0.4 -0.40
O -1.2989 1.3648 0.0617 -0.4 0.5 0.0 0.01
C -0.8887 -0.9300 0.0014 0.0 0.1 -0.1 -0.18
O -0.6476 -1.0195 1.4008 -0.2 0.1 0.2 -0.05
H 0.7851 0.3630 1.1364 0.0 0.0 -0.5 0.14
H 2.3641 0.4755 -1.1921 0.4 0.0 0.2 0.00
H 2.2640 -0.8289 0.0341 0.4 0.1 0.1 0.00
H -0.2414 0.5411 -1.5304 0.3 0.0 0.6 0.15
H -0.9257 2.2325 -0.1399 -0.3 0.1 0.1 0.11
H -1.9633 -0.9773 -0.2139 0.1 0.0 0.0 0.13
H -0.3663 -1.7534 -0.4822 0.0 0.3 0.1 0.12
H -1.2613 -0.3941 1.8104 0.0 -0.2 0.1 0.10
```
Positions in Å, forces in eV/Å.



5.
This record from the Open Molecules 2025 dataset describes an isolated ion of composition C12H6F2N3O2S and charge -1 in a non-equilibrium geometry. The level of theory is ωB97M-V/def2-TZVPD.

charge = -1
calculated total energy = -37374.976 eV
frontier orbital gap = 6.271 eV
max |F| = 3.46 eV/A
energy relative to the best compared isomer or geometry (same formula, charge and spin) = 0.9142 eV
HOMO level = -3.59 eV
SMILES = N#CC(C#N)[C@H]1C=CC2=C([O-])N(SC(F)F)C(=O)C2=C1
lowest unoccupied orbital energy = 0.0985 Ha

Structure (XYZ):
```
26
Properties=species:S:1:pos:R:3:forces:R:3:lowdin_charge:R:1
N -2.3937 -1.5081 3.6760 1.4 -0.3 -0.6 0.17
C -1.3860 -1.7210 3.1416 -2.0 0.2 0.6 -0.21
C -0.1336 -1.8788 2.4145 0.9 -1.3 1.5 -0.29
C 0.8241 -2.5089 3.3492 0.8 -1.7 0.3 -0.19
N 1.5493 -3.2085 3.9233 -0.7 1.2 -0.4 0.15
C 0.3422 -0.4963 1.9230 -0.5 -0.8 0.1 -0.27
C 1.7985 -0.4756 1.5529 0.6 0.5 -0.9 -0.07
C 2.1749 -0.0547 0.3075 -0.4 -0.4 0.9 -0.05
C 1.2328 0.0097 -0.7358 0.9 1.5 -1.7 -0.18
C 1.1497 1.0913 -1.7139 1.7 -2.0 2.1 -0.52
O 1.9073 2.0383 -1.8339 -0.5 -0.2 -0.9 0.02
N -0.1286 0.9219 -2.3655 -1.7 2.9 0.5 -0.13
S -1.0159 2.4981 -1.8808 1.0 -0.7 -3.2 1.04
C -1.4599 2.4730 -3.7120 -0.6 0.3 0.4 -0.58
F -2.1144 3.6439 -4.0380 0.4 -0.6 0.1 -0.03
F -0.4532 2.3039 -4.6279 -0.7 0.5 1.2 0.01
C -0.9313 0.0182 -1.6204 -0.4 -1.8 0.5 -0.50
O -2.0881 -0.2843 -1.8399 0.9 0.4 -0.4 0.06
C -0.0757 -0.4003 -0.4975 -1.7 0.8 1.6 -0.15
C -0.5933 -0.4330 0.7583 -0.1 -0.2 -1.4 -0.01
H -0.2550 -2.5866 1.5615 0.1 0.5 0.6 0.18
H 0.0808 0.1950 2.7555 0.2 -0.1 -0.5 0.15
H 2.5663 -0.7636 2.2693 -0.3 0.3 0.2 0.09
H 3.1711 0.2626 0.0620 0.5 -0.2 0.2 0.11
H -2.1398 1.6137 -3.7484 0.1 0.3 -0.5 0.10
H -1.6287 -0.7502 0.9196 0.1 0.6 -0.1 0.12
```
Positions in Å, forces in eV/Å.



6.
This record from the Open Molecules 2025 dataset describes a 7-piece molecular cluster, C47H43FN2O27P overall in a non-equilibrium geometry. The level of theory is ωB97M-V/def2-TZVPD.

charge = +1
calculated total energy = -119697.222 eV
frontier orbital gap = 6.927 eV
max |F| = 2.82 eV/A
HOMO level = -10.93 eV
lowest unoccupied orbital energy = -0.1471 Ha

Structure (XYZ):
```
121
Properties=species:S:1:pos:R:3:forces:R:3:lowdin_charge:R:1
C 0.8229 4.9629 1.6650 -0.4 -0.5 0.7 -0.08
C 0.0459 3.6087 1.6341 1.2 0.4 -0.2 -0.19
C -0.1383 3.0827 0.1632 -1.5 2.1 0.6 -0.28
C -1.6221 3.1748 -0.3322 0.2 -0.6 0.7 -0.02
N 0.5050 1.7673 -0.0700 0.2 -0.2 -0.1 0.07
C 1.6857 1.7138 -0.7272 1.0 0.2 -0.5 -0.07
C 2.4440 2.9577 -1.2201 0.3 0.5 0.9 -0.29
C 3.9797 2.8270 -1.0956 -0.5 0.4 -1.1 -0.01
F 2.0656 3.1915 -2.5391 0.1 -0.2 0.3 0.02
C 2.3154 0.5169 -1.0125 -0.2 -1.0 0.0 0.10
C 1.7558 -0.7009 -0.6189 -0.1 1.2 0.2 -0.24
O 2.3397 -1.8699 -0.9256 -0.3 0.0 0.4 0.09
C 0.5530 -0.6188 0.1072 0.4 -0.8 -0.4 0.06
C -0.0481 0.5912 0.3684 -0.5 -0.4 -0.2 -0.15
P -1.6184 0.4138 1.3431 -2.3 -0.3 1.6 0.59
N -1.8103 1.3804 2.5110 0.4 0.4 -0.5 -0.11
O -1.6816 -1.0898 1.9791 0.5 0.4 -2.0 -0.14
O -2.8388 0.4342 0.2180 2.3 -0.2 0.7 -0.15
H 0.1492 5.7719 1.3469 0.5 -0.1 -0.1 0.09
H 1.1104 5.1626 2.7183 -0.2 0.0 -0.7 0.06
H 1.7570 4.9329 1.0850 -0.4 0.2 0.0 0.06
H 0.6627 2.8936 2.2011 -0.6 0.0 -0.1 0.11
H -0.9109 3.7747 2.1358 0.2 -0.5 -0.1 0.09
H 0.3210 3.8844 -0.4254 0.5 -1.1 -0.2 0.12
H -2.2961 3.1322 0.5357 0.1 -0.2 -0.4 0.07
H -1.8417 2.3446 -1.0146 -0.1 0.5 0.0 0.07
H -1.8137 4.1317 -0.8320 0.3 -0.3 0.0 0.10
H 2.1971 3.8601 -0.6447 -0.3 -0.5 -0.2 0.12
H 4.2876 2.3744 -0.1463 -0.1 0.0 -0.3 0.10
H 4.3853 3.8492 -1.1568 -0.1 -0.4 0.1 0.10
H 4.3632 2.2959 -1.9912 0.0 0.0 0.8 0.07
H 3.2499 0.4699 -1.5721 -0.3 0.3 0.2 0.15
H 3.1247 -1.9885 -0.3581 0.2 -0.1 0.0 0.11
H 0.1039 -1.5624 0.4255 0.1 0.4 0.0 0.12
H -1.8849 0.9021 3.4028 -0.1 0.2 0.0 0.03
H -1.9369 -1.7193 1.2778 -0.2 -0.2 0.4 0.06
H -2.4187 0.2123 -0.6310 -0.6 -0.1 -0.2 0.08
C -1.0436 8.4401 6.6883 0.0 0.2 0.0 0.08
C -0.3498 7.4198 6.1715 -0.3 -0.1 0.5 -0.23
C 0.5072 7.5885 4.9531 0.2 0.4 -0.4 -0.31
O 1.1325 6.6269 4.5364 -0.1 -0.2 0.3 0.08
C 0.5501 8.8956 4.3181 0.1 -0.3 0.0 0.07
C -0.1466 9.9187 4.8319 0.3 0.1 -0.5 -0.23
C -0.9836 9.7577 6.0669 -0.2 -0.3 0.4 -0.31
O -1.5799 10.7233 6.4990 0.1 0.2 -0.3 0.12
O -0.1354 11.1290 4.2793 -0.3 -0.2 0.4 0.12
O -0.3795 6.1973 6.7099 0.3 0.1 -0.4 0.11
H -1.6630 8.3311 7.5675 0.0 0.0 0.0 0.14
H 1.1583 8.9996 3.4306 0.0 0.0 0.0 0.14
H -0.7133 11.6828 4.8396 0.0 0.1 0.0 0.13
H 0.2042 5.6491 6.1535 0.0 0.0 0.1 0.12
C -7.3615 -3.6791 1.3216 0.0 0.2 0.2 0.08
C -6.2336 -3.7748 0.6047 -0.5 -0.5 -0.1 -0.22
C -5.1887 -2.7067 0.6603 0.1 0.6 0.3 -0.29
O -4.1570 -2.8269 0.0110 0.2 -0.4 -0.1 0.07
C -5.4253 -1.5447 1.4866 0.1 -0.2 -0.1 0.07
C -6.5506 -1.4406 2.2057 0.3 0.5 0.1 -0.22
C -7.5950 -2.5197 2.1769 -0.2 -0.6 -0.2 -0.31
O -8.5902 -2.3865 2.8598 0.1 0.3 0.1 0.13
O -6.8047 -0.3888 2.9769 -0.3 -0.5 -0.1 0.13
O -5.9883 -4.8224 -0.1869 0.4 0.6 0.1 0.11
H -8.1270 -4.4414 1.2955 0.0 0.0 0.0 0.14
H -4.6526 -0.7956 1.4775 0.0 0.2 0.1 0.11
H -7.6759 -0.5623 3.3849 0.0 0.1 0.1 0.13
H -5.1142 -4.6582 -0.5907 0.1 -0.3 0.0 0.09
C 5.2454 -3.8622 1.8850 -0.2 0.4 -0.1 0.07
C 6.1637 -4.5679 2.5642 -0.4 -0.4 -0.3 -0.22
C 7.2542 -3.8909 3.3442 0.3 0.5 0.2 -0.30
O 8.0467 -4.5750 3.9551 -0.2 -0.3 -0.1 0.14
C 7.3069 -2.4329 3.3231 0.1 -0.2 0.0 0.09
C 6.3915 -1.7366 2.6421 0.3 0.3 0.3 -0.23
C 5.2903 -2.4152 1.8876 -0.1 -0.7 -0.1 -0.30
O 4.4685 -1.7212 1.2964 0.0 0.4 -0.2 0.06
O 6.4078 -0.3993 2.5972 -0.3 -0.3 -0.2 0.11
O 6.1581 -5.8927 2.5847 0.3 0.4 0.3 0.14
H 4.4544 -4.3376 1.3217 0.0 -0.1 0.0 0.14
H 8.1052 -1.9546 3.8731 0.0 0.0 0.0 0.14
H 5.6469 -0.1431 2.0468 0.0 0.1 0.0 0.11
H 6.9170 -6.1560 3.1424 0.0 -0.1 0.0 0.13
C -7.9107 -6.2073 -2.5393 0.1 -0.2 0.0 0.07
C -8.7087 -5.1376 -2.6241 0.2 -0.2 0.5 -0.23
C -9.2158 -4.6382 -3.9433 0.0 -0.1 -0.6 -0.31
O -9.9535 -3.6711 -3.9585 0.0 0.0 0.3 0.11
C -8.7936 -5.3372 -5.1505 -0.1 0.2 0.1 0.08
C -7.9922 -6.4065 -5.0656 -0.2 0.2 -0.6 -0.24
C -7.5067 -6.9214 -3.7434 0.0 0.1 0.5 -0.31
O -6.7941 -7.9073 -3.7231 0.0 0.0 -0.3 0.11
O -7.5818 -7.0721 -6.1467 0.1 -0.1 0.5 0.11
O -9.1000 -4.4547 -1.5436 -0.1 0.1 -0.5 0.10
H -7.5407 -6.5772 -1.5935 0.0 0.0 0.0 0.13
H -9.1518 -4.9577 -6.0972 0.0 0.0 0.0 0.14
H -7.0197 -7.7974 -5.8140 0.0 0.0 -0.1 0.12
H -9.6693 -3.7355 -1.8789 0.0 0.0 0.0 0.12
C 8.6056 2.6204 -3.3784 -0.3 -0.1 0.0 0.07
C 9.4246 3.5766 -3.8394 0.3 -0.5 0.3 -0.23
C 8.9025 4.7528 -4.6115 -0.4 0.3 -0.3 -0.31
O 9.6856 5.5995 -4.9892 0.3 -0.2 0.1 0.13
C 7.4690 4.8184 -4.8754 0.1 0.1 0.0 0.08
C 6.6559 3.8611 -4.4175 -0.2 0.4 -0.3 -0.23
C 7.1763 2.7007 -3.6225 0.5 -0.3 0.2 -0.31
O 6.3854 1.8647 -3.2116 -0.3 0.2 -0.1 0.07
O 5.3366 3.8858 -4.6420 0.2 -0.3 0.3 0.11
O 10.7381 3.5377 -3.6385 -0.3 0.4 -0.3 0.13
H 8.9693 1.7698 -2.8192 0.0 0.0 0.0 0.14
H 7.1055 5.6605 -5.4475 0.0 0.0 0.0 0.14
H 4.9796 3.0884 -4.2114 -0.1 0.0 -0.1 0.10
H 11.0979 4.3388 -4.0669 0.1 0.0 0.0 0.13
C -1.8113 -7.0088 -2.2017 -0.1 0.2 0.2 0.08
C -0.6748 -7.0934 -2.9066 -0.4 -0.5 -0.1 -0.23
C 0.3705 -6.0220 -2.8399 0.2 0.4 0.1 -0.31
O 1.3920 -6.1540 -3.4831 -0.1 -0.2 -0.1 0.12
C 0.1068 -4.8573 -2.0003 0.1 0.0 -0.1 0.08
C -1.0285 -4.7722 -1.3006 0.4 0.4 0.0 -0.22
C -2.0642 -5.8592 -1.3465 -0.2 -0.6 -0.2 -0.30
O -3.0767 -5.7500 -0.6771 0.1 0.4 0.1 0.11
O -1.2944 -3.7104 -0.5243 -0.4 -0.3 0.2 0.08
O -0.4114 -8.1289 -3.7003 0.3 0.5 0.1 0.13
H -2.5717 -7.7765 -2.2397 0.0 0.0 0.0 0.14
H 0.8613 -4.0824 -1.9737 0.0 0.0 0.0 0.12
H -2.1699 -3.8795 -0.1207 -0.2 0.1 -0.1 0.09
H 0.4654 -7.9514 -4.0910 0.0 -0.1 -0.1 0.12
```
Positions in Å, forces in eV/Å.